C39H87AsF6N3O7 | wB97M-V/def2-TZVPD

Geometry as XYZ:
```
143
Properties=species:S:1:pos:R:3:forces:R:3
As 0.1964 -1.3193 -0.7095 -0.697 -0.184 -2.756
F -0.4386 -0.3236 -2.1027 0.696 -0.461 1.606
F 1.8772 -0.7835 -1.1444 -1.709 -0.637 0.637
F 0.8263 -2.3910 0.5449 -0.505 0.695 -0.924
F -1.5176 -1.7880 -0.3898 1.714 0.169 0.012
F 0.2778 -2.6420 -2.0112 0.231 1.159 1.995
F 0.0154 0.0171 0.4174 0.286 -0.753 -0.603
C 12.2944 -7.6175 2.5503 -0.053 0.816 0.165
C 11.1742 -6.8323 1.8014 0.199 -1.255 0.456
N 10.2577 -7.7738 1.1291 0.132 -0.038 0.104
C 10.8230 -8.4146 -0.0607 -0.562 0.693 -0.741
C 10.0871 -9.6813 -0.5048 0.403 0.307 0.412
C 8.8815 -7.2012 0.9311 1.268 -0.583 0.976
C 8.8316 -5.9512 0.1023 -0.352 0.674 -0.446
H 13.0752 -6.9441 2.9036 0.050 0.344 -0.155
H 12.8244 -8.3563 1.9491 -0.358 -0.073 -0.123
H 11.9352 -8.0707 3.4742 -0.323 -0.305 -0.276
H 10.6009 -6.2555 2.5270 -0.154 -0.182 0.197
H 11.6117 -6.0544 1.1756 0.207 -0.093 -0.606
H 10.7386 -7.6845 -0.8657 -0.038 0.131 -0.629
H 11.8989 -8.5896 -0.0632 -0.001 -0.090 0.924
H 9.0854 -9.4098 -0.8378 0.016 -0.359 -0.096
H 10.6565 -10.1549 -1.3045 -0.219 0.086 -0.231
H 10.0365 -10.4105 0.3038 -0.170 0.084 0.115
H 8.6058 -7.0348 1.9725 -0.574 0.239 -0.112
H 8.2211 -7.9625 0.5159 0.092 -0.071 0.134
H 7.8942 -5.3971 0.1498 -0.358 -0.372 0.250
H 8.9322 -6.2054 -0.9529 0.433 0.241 -0.064
H 9.5530 -5.2033 0.4315 0.357 -0.194 -0.253
C 1.3459 8.2901 5.4132 0.222 -0.447 -0.767
C 0.3864 8.0342 6.5528 -0.517 -1.375 0.187
N -0.6299 6.9369 6.2617 0.225 0.505 0.409
C -0.0369 5.7486 5.6315 1.563 0.403 0.244
C 1.1957 5.2005 6.3907 -0.963 -0.091 0.697
C -1.4409 6.5289 7.4449 -0.017 1.045 -0.726
C -2.2056 7.7231 8.0349 -0.286 -0.301 -0.398
H 1.9936 7.4492 5.1651 -0.241 -0.330 0.188
H 2.0886 9.0656 5.6004 -0.504 0.462 0.178
H 0.7824 8.4742 4.4985 0.071 0.413 -0.040
H 0.9536 7.7318 7.4332 0.221 0.073 0.364
H -0.1222 8.9626 6.8127 -0.260 -0.168 -0.100
H -0.7367 4.9164 5.5548 -0.369 0.359 -0.034
H 0.3064 6.0031 4.6288 -0.324 0.051 -0.160
H 1.5615 4.2914 5.9133 0.294 0.197 -0.002
H 1.9635 5.9443 6.6036 0.174 -0.188 -0.554
H 0.8383 4.9322 7.3849 0.084 -0.374 0.144
H -0.8708 6.0522 8.2424 0.322 -0.198 0.076
H -2.1355 5.8037 7.0211 -0.142 -0.077 0.323
H -3.0216 7.4389 8.6993 0.189 -0.384 0.187
H -2.7129 8.2285 7.2132 0.248 0.352 -0.044
H -1.5613 8.4028 8.5925 0.008 0.069 -0.180
C -2.6518 6.9319 -0.8339 0.588 -1.058 -0.620
C -3.6102 5.7216 -0.7194 0.731 1.875 0.797
N -4.8833 6.1746 -0.1568 -0.530 -1.305 -0.213
C -5.6622 4.9070 0.0522 0.410 1.292 1.806
C -5.0938 4.0643 1.2418 0.063 0.012 -0.782
C -5.5966 7.1515 -1.0208 -0.125 -0.500 0.958
C -6.9031 7.6657 -0.3410 1.037 -0.078 -0.879
H -2.4238 7.4093 0.1190 -0.478 -0.057 0.085
H -2.9343 7.6812 -1.5734 -0.091 -0.059 0.090
H -1.7033 6.5046 -1.1593 0.229 0.189 -0.211
H -3.6996 5.1330 -1.6324 -0.251 0.297 -0.684
H -3.1035 5.0206 -0.0561 -0.337 0.081 0.401
H -5.7663 4.3783 -0.8952 0.018 -0.427 -0.034
H -6.6477 5.1336 0.4590 -0.166 0.371 -0.608
H -5.9419 3.4742 1.5891 0.343 -0.431 0.091
H -4.7445 4.6536 2.0897 -0.339 0.541 -0.193
H -4.2264 3.4473 1.0072 -0.305 -0.320 -0.258
H -4.9692 8.0090 -1.2641 0.190 0.005 0.560
H -5.7494 6.7187 -2.0094 -0.656 -0.337 -0.306
H -7.3211 8.3999 -1.0296 -0.400 -0.104 0.025
H -7.6073 6.8587 -0.1385 -0.039 0.223 -0.098
H -6.6756 8.2041 0.5790 0.116 -0.222 0.074
C 4.8650 4.3845 -0.6352 0.115 0.181 -0.390
C 4.8118 5.2004 -1.9451 -0.405 -0.610 0.179
O 4.9430 6.3971 -1.9409 0.177 0.197 -0.014
C 4.4803 4.4484 -3.2531 0.204 0.161 0.712
H 3.8692 4.0098 -0.3983 -0.077 -0.150 -0.203
H 5.1862 4.9670 0.2284 0.059 0.302 -0.323
H 5.5347 3.5291 -0.7233 -0.093 -0.118 -0.161
H 3.8027 3.6204 -3.0450 -0.107 0.064 -0.093
H 5.3790 4.0120 -3.6891 0.173 0.004 0.130
H 4.0690 5.1464 -3.9823 -0.068 -0.054 0.168
C -3.1369 -2.4125 5.7074 -0.502 0.166 0.378
C -2.6957 -1.5683 6.9088 0.489 0.768 -1.229
O -3.1619 -0.4570 7.0673 0.090 -0.745 0.379
C -1.5034 -2.0821 7.6895 -0.164 0.265 -0.376
H -2.3250 -2.7100 5.0438 0.210 0.178 0.199
H -3.8595 -1.8246 5.1414 0.043 -0.092 0.026
H -3.6182 -3.3356 6.0305 -0.039 -0.082 0.113
H -0.7596 -2.3731 6.9477 0.008 -0.323 0.011
H -1.8037 -2.9590 8.2631 0.248 0.035 0.171
H -1.0385 -1.2888 8.2748 -0.386 -0.158 0.309
C 2.0921 -8.1586 0.9240 -1.654 0.450 0.057
C 1.2480 -8.9867 -0.0452 -0.868 -2.315 0.629
O 0.3321 -9.7604 0.3318 2.499 2.528 -0.977
C 1.7524 -9.0015 -1.4963 -1.196 -0.599 0.926
H 1.3973 -7.7071 1.6322 -0.048 -0.220 0.305
H 2.5374 -7.2867 0.4450 0.550 -0.443 -0.151
H 2.7609 -8.8064 1.4908 0.217 0.141 -0.270
H 1.5700 -8.0358 -1.9677 0.296 -0.027 -0.063
H 1.1654 -9.7885 -1.9699 0.107 0.175 -0.350
H 2.8017 -9.2966 -1.4884 0.079 0.340 -0.105
C -7.3566 -0.5701 -4.0033 -0.468 -0.145 -0.859
C -8.5873 -1.1197 -4.7515 0.539 -0.880 -0.369
O -8.5354 -2.1954 -5.3260 -0.137 0.982 0.467
C -9.8546 -0.2916 -4.7073 0.194 -0.024 0.470
H -6.4859 -1.1741 -4.2587 -0.159 -0.101 0.246
H -7.5335 -0.5373 -2.9283 0.035 -0.045 -0.023
H -7.1547 0.4423 -4.3533 -0.085 0.179 0.134
H -10.7437 -0.8643 -4.9713 0.220 -0.067 -0.016
H -9.8026 0.6000 -5.3322 0.206 -0.045 -0.111
H -9.9202 0.0621 -3.6784 -0.335 0.141 0.066
C -2.3359 3.6976 -7.6064 0.685 -0.143 -0.702
C -3.3717 4.1802 -8.5763 -0.384 1.483 -0.258
O -3.1046 4.7042 -9.6505 -0.230 -0.878 1.136
C -4.8213 4.1171 -8.0589 1.882 -0.190 -0.609
H -1.3664 3.7238 -8.1039 0.022 -0.116 0.089
H -2.5510 2.6802 -7.2797 -0.029 0.072 0.214
H -2.2890 4.3765 -6.7550 -0.188 -0.115 0.120
H -4.8151 4.2619 -6.9786 -0.271 0.282 -0.108
H -5.0365 3.0618 -8.2266 -0.880 0.081 -0.200
H -5.3384 4.8647 -8.6604 -0.601 -0.481 0.328
C 0.9747 -2.0947 -8.0978 -0.206 0.826 -0.558
C 2.2366 -1.3484 -8.5490 -0.392 0.786 -3.718
O 2.3421 -0.8241 -9.6995 -0.510 -1.551 3.762
C 3.3787 -1.4327 -7.6156 0.404 -0.155 0.957
H 0.5242 -1.6720 -7.1998 0.412 0.033 0.321
H 1.2118 -3.1404 -7.9019 0.006 0.035 -0.023
H 0.1864 -2.0030 -8.8450 0.254 -0.192 -0.234
H 3.3504 -0.6504 -6.8572 -0.050 0.460 -0.231
H 4.3517 -1.4317 -8.1069 -0.192 0.065 -0.036
H 3.2440 -2.3098 -6.9826 0.261 -0.305 -0.202
C -7.0326 -5.7770 0.1037 0.458 0.051 0.226
C -6.4298 -6.5016 1.3076 1.796 0.932 -1.804
O -7.0030 -6.5305 2.3460 -0.545 -0.474 1.446
C -4.9910 -7.0851 1.0791 -1.005 -0.180 -0.412
H -6.3529 -5.0000 -0.2462 0.297 0.038 0.138
H -7.9551 -5.2708 0.3879 -0.132 -0.432 -0.168
H -7.1032 -6.4558 -0.7462 -0.423 -0.062 0.042
H -4.8192 -7.1955 0.0084 -0.163 -0.222 -0.081
H -4.9432 -8.0657 1.5526 0.150 0.094 0.080
H -4.1446 -6.4721 1.3890 -0.414 0.269 0.532
```
Positions in Å, forces in eV/Å.

frontier orbital gap = 8.6581 eV
energy relative to the best compared isomer or geometry (same formula, charge and spin) = 70.2 kcal/mol
charge = -1